Formula: C9H14
Source: the Open Molecules 2025 dataset
Level of theory: ωB97M-V with the def2-TZVPD basis set

The value obtained for the max |F| is 3.69 eV/Å. The SMILES is Cc1ccccc1.CC. For the gap between HOMO and LUMO, the calculation gives 10.11 eV. The energy above the lowest of the compared OMol25 structures with the same formula, charge and spin comes out at 240.6 kJ/mol. The value obtained for the HOMO energy is -9.187 eV.

```
23
Properties=species:S:1:pos:R:3:forces:R:3:mulliken_charge:R:1
C 2.11093 2.02504 1.42345 -3.39 -1.24 0.79 -1.001
C 1.72656 2.88257 0.26852 -1.94 -1.26 -1.05 -0.924
H 2.86040 2.41601 1.98547 1.88 1.89 1.94 0.419
H 1.27958 1.66297 2.11757 0.74 1.10 -0.81 0.233
H 2.54596 1.11429 1.22563 0.85 -2.33 -1.49 0.356
H 2.01344 3.85919 0.42170 0.70 2.24 0.12 0.357
H 0.67669 2.91175 -0.04675 -0.47 0.03 1.22 0.250
H 2.01212 2.55717 -0.70142 1.62 -0.45 -0.73 0.317
C 0.84537 -1.85724 -1.61641 0.29 -0.20 2.51 -1.293
C -1.16080 -2.42571 -0.22410 0.88 -2.48 -1.82 -0.368
C -0.28567 -1.42785 -0.64157 0.48 -0.58 -2.20 0.889
C -2.25385 -2.15433 0.54609 -2.18 -1.67 0.21 -0.277
C -0.78076 -0.15472 -0.62450 -0.06 3.34 0.03 -0.327
C -2.59370 -0.82334 0.83437 -0.96 -0.29 0.57 -0.409
C -1.93073 0.12580 0.12676 -0.95 2.78 0.64 -0.327
H -0.97382 -3.42754 -0.88113 -0.69 1.94 2.50 0.125
H -3.01869 -2.98527 0.69253 1.21 1.15 0.29 0.261
H 0.34090 -2.42722 -2.38749 0.39 -0.43 -0.16 0.402
H 1.69477 -2.46756 -1.03969 -1.83 1.38 -1.56 0.255
H -0.39075 0.79717 -1.15506 0.04 -2.11 0.71 0.210
H -3.43301 -0.43863 1.47703 0.76 -1.15 -0.73 0.308
H -2.46349 1.16576 0.24614 1.80 -1.72 -0.68 0.179
H 1.17854 -0.92833 -2.04716 0.83 0.06 -0.28 0.364
```
Positions in Å, forces in eV/Å.


Formula: C3H11N2O
Source: the Open Molecules 2025 dataset
Level of theory: ωB97M-V with the def2-TZVPD basis set

The value obtained for the max |F| is 1.37 eV/Å. For the gap between HOMO and LUMO, the calculation gives 10.94 eV. The energy above the lowest of the compared OMol25 structures with the same formula, charge and spin comes out at 32.9 kJ/mol. The value obtained for the HOMO energy is -14.222 eV. Its total charge is +1.

```
17
Properties=species:S:1:pos:R:3:forces:R:3:mulliken_charge:R:1
C -2.46164 0.35223 -0.83779 -0.40 -0.24 -0.66 -1.192
C -1.30923 0.09723 0.07390 0.63 0.31 -0.89 0.816
O -0.14276 0.37305 -0.24367 -0.32 -0.16 0.55 -0.719
N -1.63631 -0.46348 1.22898 -0.80 -0.28 1.00 -0.340
H -2.90562 1.31382 -0.60970 -0.27 0.12 0.24 0.313
H -3.20101 -0.45569 -0.78307 0.02 0.36 0.23 0.374
H -0.98235 -0.74282 1.93761 0.24 0.20 -0.05 0.185
H -2.60936 -0.46433 1.50255 0.17 -0.25 -0.08 0.215
H -2.16667 0.41370 -1.88086 0.41 -0.01 0.05 0.330
C 2.56820 -0.20408 -0.89394 0.41 -0.42 -0.89 -0.716
N 2.30761 -0.10691 0.56795 0.47 1.05 0.75 -0.236
H 2.58217 -0.97959 1.01348 -0.41 0.05 0.25 0.369
H 2.87841 0.62705 0.99976 0.26 -0.23 -0.22 0.390
H 1.33501 0.21965 0.79970 -0.14 -0.87 -0.91 0.299
H 2.81628 -1.22987 -1.13844 0.06 -0.19 0.17 0.314
H 3.42786 0.39764 -1.17536 -0.13 0.18 0.15 0.331
H 1.70119 0.03669 -1.49162 -0.19 0.38 0.33 0.269
```
Positions in Å, forces in eV/Å.


Formula: C29H28BrN2O3Pd
Source: the Open Molecules 2025 dataset
Level of theory: ωB97M-V with the def2-TZVPD basis set

The value obtained for the max |F| is 0.45 eV/Å. As for the expectation value of S²: 6.052. For the gap between HOMO and LUMO (alpha / beta), the calculation gives 8.85 / 5.74 eV. The energy above the lowest of the compared OMol25 structures with the same formula, charge and spin comes out at 24.5 kJ/mol. The value obtained for the HOMO energy (alpha / beta) is -11.815 / -11.955 eV. As for the spin multiplicity: 5. Its total charge is +1.

```
64
Properties=species:S:1:pos:R:3:forces:R:3:mulliken_charge:R:1
Pd -0.08068 0.93016 -0.05799 -0.17 -0.14 0.06 0.686
C 6.54620 2.53174 -3.10840 -0.01 -0.02 0.01 -1.541
C 6.41860 1.00488 -2.96209 0.04 0.01 -0.02 1.860
C 7.71496 0.45930 -2.36299 -0.03 0.00 -0.01 -2.030
C 6.20801 0.36886 -4.34714 -0.01 0.00 0.01 -1.570
C 5.21142 0.70450 -2.09697 0.04 -0.06 0.10 -0.253
C 3.93271 1.13072 -2.53767 -0.05 0.07 -0.10 -0.548
C 2.84506 0.88952 -1.77569 -0.12 0.01 -0.08 -0.746
Br 1.12878 1.39536 -2.42698 0.15 -0.01 0.08 -0.084
C 2.90919 0.20676 -0.50157 -0.04 0.02 0.02 1.282
O 1.87942 0.03035 0.19926 -0.07 -0.03 0.02 -1.173
C 4.21774 -0.25580 -0.06433 0.03 -0.03 0.01 -0.233
C 5.29695 0.02009 -0.88206 -0.05 0.02 -0.05 0.608
C 4.46896 -1.04943 1.21917 0.02 -0.06 0.04 1.921
C 5.58993 -0.36475 2.02355 -0.03 0.01 -0.02 -1.680
C 3.27037 -1.21196 2.15980 0.00 0.02 -0.01 -1.988
C 4.93062 -2.45908 0.79688 -0.01 0.03 0.00 -1.598
H 7.40670 2.76104 -3.73750 0.00 0.00 0.00 0.446
H 6.69764 3.00586 -2.13738 0.00 0.01 -0.01 0.380
H 5.66665 2.97621 -3.57584 0.00 0.00 0.00 0.333
H 8.54431 0.70362 -3.02606 0.00 0.01 0.00 0.428
H 7.68790 -0.62697 -2.25922 0.01 0.00 0.01 0.411
H 7.93099 0.90395 -1.38984 0.01 -0.01 0.00 0.415
H 7.07900 0.57057 -4.97119 0.00 0.00 0.00 0.452
H 5.33540 0.77353 -4.86080 0.00 -0.01 0.00 0.331
H 6.08968 -0.71277 -4.26685 0.00 0.00 -0.01 0.389
H 3.82774 1.64000 -3.48586 0.00 0.00 0.01 0.489
H 6.26900 -0.32150 -0.56436 0.01 0.00 0.01 0.508
H 5.30479 0.65129 2.30259 0.01 0.00 0.00 0.399
H 6.53412 -0.32040 1.48280 0.01 0.01 -0.01 0.316
H 5.76481 -0.93007 2.93902 0.00 0.00 0.00 0.478
H 2.88672 -0.24934 2.49668 -0.02 -0.01 0.01 0.225
H 3.60769 -1.76058 3.03992 0.02 0.00 -0.01 0.552
H 2.45582 -1.77223 1.70725 -0.01 0.01 0.00 0.376
H 5.83806 -2.42604 0.19339 0.00 -0.01 0.00 0.329
H 4.15448 -2.96931 0.22416 0.00 0.00 0.00 0.379
H 5.13852 -3.05105 1.68887 0.00 0.00 0.00 0.449
N -2.09528 5.85675 4.13888 0.01 0.01 -0.01 -0.394
C -1.46737 5.19725 3.43889 -0.02 -0.01 0.02 -0.196
C -0.69611 4.36813 2.55747 0.04 -0.05 0.11 0.685
C 0.04317 3.31015 3.08907 -0.04 0.04 -0.02 -0.749
C 0.79826 2.52562 2.23882 0.08 -0.17 0.00 0.008
C 0.67187 2.73695 0.86451 0.07 0.45 -0.01 0.458
C 0.06479 3.88894 0.33220 0.04 -0.19 -0.05 -0.605
C -0.67934 4.66995 1.18473 -0.03 0.01 -0.04 -0.578
H 0.02125 3.10431 4.14918 -0.02 0.03 0.00 0.439
H 1.40236 1.71577 2.62855 0.00 0.01 0.01 0.255
H 0.12234 4.11448 -0.72512 0.00 0.03 0.01 0.463
H -1.23759 5.52107 0.81908 0.00 -0.01 -0.01 0.519
O -1.80165 1.08646 3.28239 0.03 -0.07 0.00 -0.590
C -2.26433 0.51440 2.32856 -0.12 0.15 0.00 -0.057
N -1.64703 0.36348 1.08348 0.08 0.06 -0.09 -0.030
C -2.46361 -0.34330 0.21939 0.00 -0.04 -0.01 0.344
O -2.11263 -0.56372 -0.92924 0.08 -0.02 -0.01 -0.645
C -3.71517 -0.68701 0.93331 -0.04 0.00 0.05 0.258
C -4.84168 -1.37470 0.52991 0.03 0.04 0.00 -0.481
C -5.86407 -1.51316 1.46375 -0.02 -0.02 -0.01 -0.457
C -5.74979 -0.97979 2.74487 0.01 0.01 0.02 -0.489
C -4.60836 -0.28802 3.14313 -0.01 -0.02 -0.01 -0.406
C -3.60081 -0.15544 2.21221 0.05 -0.07 -0.01 0.448
H -4.92198 -1.78366 -0.46795 -0.01 -0.01 0.00 0.492
H -6.76729 -2.04394 1.19399 0.01 0.00 -0.01 0.407
H -6.56614 -1.10754 3.44326 0.00 0.00 0.00 0.407
H -4.51202 0.12717 4.13704 0.00 0.00 0.00 0.493
```
Positions in Å, forces in eV/Å.


Formula: C42H64B3N16O4PS
Source: the Open Molecules 2025 dataset
Level of theory: ωB97M-V with the def2-TZVPD basis set

The value obtained for the max |F| is 1.33 eV/Å. For the gap between HOMO and LUMO, the calculation gives 8.52 eV. The energy above the lowest of the compared OMol25 structures with the same formula, charge and spin comes out at 0.0 kJ/mol. The value obtained for the HOMO energy is -8.680 eV.

```
131
Properties=species:S:1:pos:R:3:forces:R:3:mulliken_charge:R:1
C -1.14770 2.57033 -0.33192 0.71 -0.25 0.14 -0.979
C -0.62061 1.28539 -1.00859 -0.69 0.57 0.59 0.514
C -1.25181 0.03631 -0.35768 0.09 -0.13 -0.32 -0.549
B -2.81464 -0.08552 -0.44707 0.59 0.77 -0.47 0.458
O -3.67502 0.39549 0.55178 0.56 -1.19 0.17 -0.219
B -4.34011 -0.70944 1.05941 -0.51 -0.06 0.20 0.423
O -4.94670 -1.58748 0.15265 0.52 0.67 -0.46 -0.381
B -4.64381 -1.28691 -1.16252 -0.07 0.20 -0.40 0.237
P -5.89836 -1.55141 -2.61926 0.70 -0.90 -0.10 0.161
S -5.36752 -3.17705 -3.57193 -0.08 -0.07 0.07 -0.368
O -3.41403 -0.76024 -1.51968 -0.71 -0.11 0.94 -0.154
O 0.79526 1.31965 -0.86639 -0.15 -0.10 -0.52 -0.163
C 1.49869 0.45379 -1.73576 0.75 -0.56 0.64 -1.395
C 1.81185 -0.89138 -1.06867 -0.40 0.65 -0.05 1.022
C 1.98371 -0.89999 0.31476 0.25 -0.61 0.09 -0.099
C 2.23770 -2.09948 0.97686 -0.16 0.46 -0.35 -0.769
C 2.31803 -3.27642 0.24244 0.10 -0.24 0.23 -0.529
C 2.17551 -3.25858 -1.13545 -0.14 0.16 -0.55 -0.771
C 1.91317 -2.06489 -1.80687 0.02 0.32 0.57 -0.709
H -1.72488 3.17677 -1.02289 -0.22 -0.07 0.17 0.257
H -1.68383 2.35387 0.59346 -0.22 0.03 -0.17 0.204
H -0.27791 3.15984 -0.03780 -0.07 0.03 -0.05 0.135
H -0.87627 1.32387 -2.07157 0.15 -0.13 -0.04 0.245
H -0.85195 -0.86660 -0.83639 0.04 0.07 0.05 0.203
H -0.93663 0.02348 0.69091 -0.07 0.02 -0.03 0.075
H -4.36324 -0.97781 2.21129 -0.20 0.20 0.03 -0.089
H -7.20239 -1.55780 -2.08101 0.02 0.39 -0.18 0.090
H -5.72743 -0.41479 -3.43900 -0.52 0.19 0.32 -0.113
H 2.47061 0.93489 -1.90033 -0.15 0.10 -0.28 0.426
H 1.00314 0.32045 -2.70172 -0.08 0.05 0.05 0.500
H 1.92220 0.01076 0.89605 -0.11 0.08 -0.16 0.554
H 2.34568 -2.06954 2.05411 0.07 -0.26 -0.03 0.433
H 2.49282 -4.22012 0.74637 0.02 0.05 -0.01 0.400
H 2.23769 -4.16852 -1.72096 0.04 -0.06 0.16 0.433
H 1.78786 -1.99590 -2.88030 0.03 -0.31 -0.01 0.464
C -6.03443 -4.56198 0.49800 0.23 0.02 0.11 -0.348
C -7.05826 -5.00808 -0.43306 0.00 -0.01 -0.08 0.239
N -7.87518 -5.35399 -1.16152 -0.04 -0.01 0.05 -0.423
H -5.64450 -5.39341 1.08245 -0.09 -0.08 -0.06 0.327
H -5.19615 -4.10475 -0.02211 -0.07 -0.06 -0.16 0.051
H -6.42815 -3.82802 1.19454 -0.08 0.01 -0.05 0.166
C 3.23981 3.45309 -0.26159 -0.09 -0.19 0.18 0.116
C 4.68422 3.33128 -0.38618 -0.05 -0.14 -0.17 0.177
N 5.81480 3.19117 -0.53723 0.07 0.11 0.09 -0.489
H 2.82802 4.07388 -1.05055 0.14 0.06 -0.06 0.201
H 2.76553 2.47473 -0.32995 0.05 -0.01 0.02 -0.450
H 2.95207 3.89601 0.68920 0.12 0.07 0.01 0.365
C -4.12290 2.03119 -4.39925 -0.27 -0.17 -0.19 -0.775
C -2.96712 2.66283 -3.78637 0.04 0.01 -0.02 0.434
N -2.05375 3.16108 -3.30222 -0.07 0.13 -0.25 -0.368
H -3.81856 1.22967 -5.07158 0.11 0.02 0.05 0.350
H -4.77387 1.60539 -3.63879 0.06 0.04 0.10 0.032
H -4.70352 2.75200 -4.97392 0.08 0.07 0.03 0.336
C 6.41618 5.65650 2.61108 0.26 -0.05 -0.11 -0.823
C 5.11600 5.28643 3.14840 -0.06 -0.03 -0.17 0.197
N 4.08436 4.97360 3.54310 0.03 -0.03 0.04 -0.466
H 7.12204 5.88221 3.40519 -0.13 0.03 0.12 0.347
H 6.82974 4.84419 2.01097 -0.17 -0.08 0.00 0.305
H 6.34362 6.53629 1.97572 -0.13 0.04 0.06 0.428
C 6.90096 2.48020 -3.77488 -0.17 -0.13 0.33 0.010
C 7.39357 2.74750 -5.11655 -0.02 -0.01 -0.01 0.242
N 7.79319 2.95725 -6.17251 -0.01 0.00 -0.02 -0.429
H 7.55445 1.77954 -3.25072 -0.10 0.18 -0.16 -0.240
H 6.84858 3.39199 -3.18193 0.06 0.03 -0.05 0.319
H 5.90035 2.04873 -3.79928 -0.01 0.04 -0.17 0.140
C 11.38810 1.60216 -2.98022 0.31 0.10 -0.14 -0.835
C 10.09440 1.25181 -2.41459 0.03 -0.03 0.05 0.385
N 9.07346 0.97665 -1.96827 0.16 -0.11 0.02 -0.430
H 12.12157 1.77520 -2.19423 -0.09 -0.03 0.08 0.293
H 11.76097 0.80333 -3.61906 -0.10 -0.06 0.02 0.275
H 11.31631 2.50743 -3.58154 -0.12 -0.01 0.02 0.276
C 5.85685 3.39649 -9.05971 0.27 0.02 0.20 -0.721
C 4.71083 3.23311 -9.94260 0.01 0.01 0.00 0.297
N 3.80684 3.10439 -10.63746 -0.01 0.01 0.00 -0.356
H 6.09887 2.46640 -8.54907 -0.08 -0.03 -0.04 0.242
H 6.73955 3.70760 -9.61573 -0.07 -0.01 -0.10 0.276
H 5.66267 4.14903 -8.29771 -0.10 0.00 -0.04 0.251
C 0.01790 5.92852 -2.04099 0.17 -0.10 -0.02 -0.931
C 0.61479 5.65160 -0.74192 -0.08 -0.08 0.03 0.394
N 1.07318 5.39705 0.27974 -0.13 0.23 -0.02 -0.513
H 0.21541 5.11375 -2.73738 0.00 -0.07 0.09 0.315
H -1.05732 6.03897 -1.95827 -0.03 -0.01 0.15 0.275
H 0.41400 6.84229 -2.47081 0.04 0.07 0.10 0.492
C 5.84259 -1.11629 -2.51217 0.21 0.07 0.20 -0.717
C 4.86319 -1.39920 -3.55205 -0.02 -0.01 0.04 0.494
N 4.08131 -1.62374 -4.36182 0.03 0.05 -0.02 -0.514
H 6.19517 -2.03718 -2.05059 -0.08 -0.05 -0.06 0.369
H 6.70617 -0.59170 -2.91915 -0.04 -0.01 -0.05 0.197
H 5.40951 -0.49457 -1.72886 -0.09 0.00 -0.05 0.201
C -6.61287 -6.00053 4.50673 -0.13 -0.29 0.12 -0.916
C -6.11405 -4.75190 3.95188 -0.02 0.04 0.09 0.481
N -5.72717 -3.76433 3.51373 0.03 0.01 0.09 -0.428
H -6.14462 -6.85855 4.02670 0.08 0.07 -0.03 0.308
H -6.41056 -6.07187 5.57359 0.08 0.08 -0.02 0.327
H -7.69022 -6.08482 4.36623 0.00 0.13 -0.05 0.240
C -9.23667 -8.50929 7.08021 -0.16 -0.02 0.22 -0.050
C -7.78710 -8.44117 6.98834 0.01 -0.11 0.01 0.414
N -6.64191 -8.38767 6.90864 -0.02 0.07 -0.02 -0.485
H -9.71283 -7.96902 6.26519 0.23 0.03 0.17 -0.086
H -9.58667 -9.54070 7.03859 0.15 -0.04 -0.02 0.307
H -9.59221 -8.07439 8.01926 0.17 -0.12 -0.32 -0.068
C -10.87903 -9.17607 3.15687 0.11 -0.18 -0.26 -0.844
C -11.26285 -8.39129 4.32075 -0.17 0.05 -0.08 0.456
N -11.56561 -7.77257 5.23931 -0.15 -0.01 -0.26 -0.442
H -10.29743 -8.57670 2.45786 -0.02 0.09 0.07 0.276
H -10.27529 -10.03472 3.44837 -0.01 0.04 0.11 0.273
H -11.75808 -9.54560 2.63149 -0.06 0.06 0.08 0.306
C -8.84814 -6.21648 11.12788 0.25 0.11 0.23 -0.830
C -9.87259 -6.63880 10.18511 -0.07 0.04 0.03 0.422
N -10.67826 -6.97203 9.43813 -0.01 0.12 0.24 -0.462
H -8.46813 -7.06528 11.69416 -0.07 -0.07 -0.06 0.272
H -8.00918 -5.75546 10.60878 -0.06 -0.02 -0.10 0.267
H -9.24722 -5.49092 11.83486 -0.10 -0.01 -0.06 0.307
C -3.44252 6.14217 -5.05004 -0.30 -0.17 -0.15 -0.843
C -2.29857 6.83073 -4.47422 0.03 0.00 -0.02 0.450
N -1.39260 7.36759 -4.01949 -0.21 0.16 -0.29 -0.426
H -3.11749 5.32047 -5.68677 0.13 0.04 0.03 0.227
H -4.08094 5.73235 -4.26832 0.09 0.05 0.09 0.234
H -4.04154 6.82178 -5.65426 0.08 0.08 0.03 0.377
C 10.23298 6.22793 1.45763 0.20 -0.21 -0.19 -0.798
C 9.37485 7.08403 2.26292 0.08 0.09 0.00 0.450
N 8.69709 7.75944 2.89635 0.10 0.01 -0.03 -0.428
H 11.22230 6.14058 1.90394 -0.04 0.07 0.09 0.288
H 9.81295 5.22631 1.37066 -0.09 0.04 0.06 0.268
H 10.35036 6.63153 0.45317 -0.07 0.09 0.03 0.267
C 4.92103 1.81348 3.95177 -0.17 0.19 -0.09 -0.371
C 5.64366 0.59916 4.30369 -0.02 0.00 -0.02 0.214
N 6.21412 -0.35713 4.58099 0.00 0.00 0.00 -0.383
H 4.55778 1.77050 2.92579 0.06 -0.09 -0.01 0.104
H 4.06169 1.96443 4.60260 0.04 -0.06 0.05 0.313
H 5.55700 2.69012 4.04058 0.08 -0.07 0.06 0.084
```
Positions in Å, forces in eV/Å.